[1]
C8H14BrMgN2 as an isolated structure. Source: OMol25; level of theory: ωB97M-V/def2-TZVPD.

Kohn-Sham gap ... 5.04 eV
LUMO level ... -8.344 eV
Highest occupied orbital energy ... -13.381 eV
Total energy ... -86982.5305 eV

ORCA input file:
```
! wB97M-V def2-TZVPD RIJCOSX def2/J DEFGRID3
* xyz 1 1
Mg -2.7894 -0.0848 -3.8980
Br -0.6344 0.3188 -2.9454
C 2.5250 3.3879 -0.2707
C 1.5640 2.2043 -0.4224
C 2.2291 0.8400 -0.1674
C 3.1942 0.8778 0.9226
N 3.9160 0.9357 1.8152
H 2.1556 4.2533 -0.8254
H 3.5005 3.1512 -0.6966
H 2.6208 3.6910 0.7683
H 1.1725 2.2081 -1.4430
H 0.7171 2.3276 0.2541
H 2.6750 0.4528 -1.0842
H 1.4671 0.1006 0.1094
C -1.9628 -1.2720 1.8199
C -2.7848 -1.7559 0.6381
C -1.9533 -2.4251 -0.4469
C -1.1125 -3.5113 0.0340
N -0.4540 -4.3650 0.3978
H -1.1148 -0.6520 1.5114
H -1.5378 -2.1178 2.3664
H -2.5550 -0.6933 2.5253
H -3.3393 -0.9194 0.1868
H -3.5717 -2.4283 0.9918
H -1.3036 -1.6909 -0.9277
H -2.6233 -2.8333 -1.2133
*
```

Here are the natural (NBO) charges for atoms 1 to 8, given in e:
1 Mg 1.66
2 Br -0.65
3 C -0.62
4 C -0.38
5 C -0.52
6 C 0.27
7 N -0.30
8 H 0.22

=====

[2]
H2NO3S3 as an isolated structure. Source: OMol25; level of theory: ωB97M-V/def2-TZVPD.

Kohn-Sham gap ... 7.51 eV
LUMO level ... 3.314 eV
Highest occupied orbital energy ... -4.194 eV
Total energy ... -40171.6432 eV

ORCA input file:
```
! wB97M-V def2-TZVPD RIJCOSX def2/J DEFGRID3
* xyz -1 1
N -0.2613 -0.7641 0.2089
O -1.2042 0.3520 -1.7757
O 1.3044 0.4752 -2.0191
O -0.0054 1.1842 -3.8429
S -0.7024 -1.2181 -1.3155
S -0.2284 2.8874 -1.5458
S 0.0394 1.1430 -2.4195
H -1.1265 -0.4704 0.6710
H 0.4700 -0.0845 0.2469
*
```

Here are the natural (NBO) charges for atoms 1 to 8, given in e:
1 N -1.00
2 O -0.87
3 O -1.01
4 O -0.98
5 S 0.66
6 S -0.69
7 S 2.12
8 H 0.37

=====

[3]
A 9-piece molecular cluster, C51H123N9O9 overall. Source: OMol25; level of theory: ωB97M-V/def2-TZVPD.

Kohn-Sham gap ... 8.59 eV
LUMO level ... 0.483 eV
Highest occupied orbital energy ... -8.103 eV
Total energy ... -86712.4974 eV

ORCA input file:
```
! wB97M-V def2-TZVPD RIJCOSX def2/J DEFGRID3
* xyz 0 1
C 1.3607 5.6552 -4.9379
C 1.0284 4.8210 -3.7063
C 2.0474 4.8845 -2.5590
O 3.0249 3.8705 -2.7890
C 3.8574 3.7069 -1.6735
N -0.3430 5.1149 -3.2341
H 0.5931 5.5513 -5.7051
H 2.3096 5.3117 -5.3551
H 1.4569 6.7204 -4.7199
H 0.9840 3.7752 -4.0338
H 1.5047 4.6407 -1.6382
H 2.4131 5.9080 -2.4451
H 3.3756 3.2933 -0.7801
H 4.3417 4.6346 -1.3405
H 4.6888 3.0795 -1.9990
H -0.4311 4.5852 -2.3728
H -1.0173 4.7321 -3.8890
C -0.8727 4.6502 4.1419
C -0.7417 3.3697 3.2810
C -1.0560 2.1514 4.1273
O -0.2148 2.0671 5.2764
C -0.0318 0.7276 5.7104
N -1.7109 3.4681 2.1783
H -1.8940 5.0190 4.2439
H -0.2748 5.4851 3.7724
H -0.5127 4.4273 5.1506
H 0.1977 3.3949 2.7314
H -0.9300 1.2144 3.5704
H -2.0980 2.0351 4.4505
H -0.9965 0.3466 6.0564
H 0.7603 0.7437 6.4537
H 0.2783 0.0810 4.8814
H -1.7493 4.3493 1.6761
H -2.6570 3.4799 2.5585
C 1.9998 -6.3398 -3.3815
C 1.4718 -5.1711 -2.5286
C 0.8348 -5.7021 -1.2068
O 0.4706 -4.6470 -0.3184
C -0.6664 -3.8935 -0.7197
N 2.5543 -4.2905 -2.1807
H 1.3476 -7.1653 -3.6688
H 2.8947 -6.7674 -2.9292
H 2.2535 -5.8815 -4.3407
H 0.6632 -4.6446 -3.0372
H 1.4761 -6.4416 -0.7279
H -0.0696 -6.2594 -1.4869
H -0.4777 -3.3334 -1.6377
H -0.8415 -3.2100 0.1084
H -1.5382 -4.5371 -0.8693
H 3.2936 -4.7012 -1.6245
H 2.1665 -3.5617 -1.5948
C -3.6647 3.5823 -6.0295
C -2.8225 2.5584 -5.2422
C -2.9833 1.1590 -5.7875
O -2.2041 0.3190 -4.9846
C -1.9610 -1.0140 -5.3188
N -1.4387 3.0195 -5.3055
H -3.1418 3.6840 -6.9865
H -3.7334 4.5891 -5.6277
H -4.6447 3.1562 -6.2526
H -3.1572 2.5993 -4.2018
H -2.7476 1.1436 -6.8612
H -4.0253 0.8102 -5.7337
H -2.8302 -1.6546 -5.1440
H -1.0594 -1.3323 -4.7985
H -1.7015 -1.0948 -6.3832
H -1.0659 3.0488 -6.2525
H -0.9081 2.2300 -4.9287
C 4.7679 -3.1142 0.9657
C 5.2026 -3.5202 2.3875
C 4.4009 -2.8632 3.5242
O 3.0103 -3.1052 3.3640
C 2.2803 -2.4522 4.3610
N 5.1336 -4.9712 2.5671
H 5.2641 -2.1692 0.7137
H 3.6839 -3.0283 0.9147
H 5.1729 -3.7648 0.1892
H 6.2592 -3.2674 2.5198
H 4.6021 -1.7855 3.4666
H 4.8635 -3.1579 4.4707
H 1.2276 -2.5617 4.0963
H 2.4314 -1.3714 4.4887
H 2.5206 -2.8656 5.3480
H 4.1777 -5.2520 2.7399
H 5.4568 -5.4464 1.7369
C -0.2459 -5.5475 3.2736
C 1.0887 -6.2238 2.9805
C 0.9827 -7.6308 2.4028
O 0.2967 -8.4898 3.2850
C 1.1038 -8.9815 4.3595
N 1.8888 -5.3406 2.1053
H -0.2098 -4.5164 3.6320
H -0.7716 -6.0225 4.1092
H -0.8439 -5.5603 2.3596
H 1.7407 -6.2478 3.8613
H 2.0041 -7.9734 2.2097
H 0.3845 -7.5532 1.4918
H 0.4129 -9.4909 5.0232
H 1.5888 -8.1751 4.9158
H 1.8978 -9.5813 3.9098
H 2.2564 -4.5482 2.6446
H 1.3276 -5.0010 1.3258
C -1.0169 2.1047 -1.3117
C -0.7721 0.5741 -1.2922
C 0.1494 0.2037 -2.4751
C 1.6439 0.4730 -2.2609
C 2.0257 -0.2166 -0.9287
C 1.2103 0.1360 0.3051
N -0.2335 0.1190 -0.0181
O -0.9458 0.5995 1.1124
C 1.4605 -0.9067 1.4087
C 1.7044 1.5172 0.7526
C -2.1186 -0.1429 -1.5197
H -1.6828 2.4045 -0.5043
H -1.4167 2.3816 -2.2908
H -0.0788 2.6644 -1.2825
H 0.0055 -0.8715 -2.6176
H -0.0953 0.7655 -3.3778
H 1.7430 1.5603 -2.2704
H 2.2451 0.0107 -3.0415
H 3.0565 0.1408 -0.8187
H 2.1629 -1.2819 -1.0933
H 0.8826 -0.7372 2.3192
H 1.2607 -1.9515 1.1630
H 2.5156 -0.8326 1.6900
H 1.5545 2.3118 0.0224
H 1.2656 1.8442 1.7004
H 2.7711 1.4545 0.9794
H -2.0609 -1.2257 -1.3804
H -2.5029 -0.0141 -2.5336
H -2.8986 0.1332 -0.8065
H -0.8806 1.5648 1.0065
C 2.5320 3.2866 4.4310
C 3.9911 2.8741 4.2167
C 4.1270 1.4409 4.7210
C 5.5000 0.8391 4.4328
C 5.7522 0.8955 2.9359
C 5.5939 2.3186 2.3176
N 4.3200 2.8993 2.7568
O 4.1194 4.1887 2.2565
C 6.8186 3.2076 2.6063
C 5.5947 2.0532 0.8039
C 4.8503 3.8899 5.0559
H 2.2620 3.0991 5.4692
H 1.8964 2.6896 3.7754
H 2.3104 4.3395 4.2481
H 3.9278 1.4155 5.7939
H 3.3991 0.8231 4.1868
H 5.4310 -0.1656 4.8578
H 6.2980 1.3590 4.9668
H 5.2800 0.0557 2.4221
H 6.8086 0.6477 2.7767
H 7.1178 3.1053 3.6508
H 7.6791 3.0626 1.9539
H 6.5666 4.2606 2.4596
H 5.9984 2.8939 0.2361
H 6.0135 1.1095 0.4555
H 4.5733 1.9816 0.4085
H 5.7631 3.3490 5.3088
H 4.3353 4.2476 5.9444
H 5.1412 4.7472 4.4508
H 3.3168 4.1490 1.7251
C -6.6907 -1.1987 -3.4646
C -6.8503 -0.3352 -2.1951
C -6.0142 0.9219 -2.3797
C -6.7091 2.0499 -3.1789
C -8.1419 2.2801 -2.7465
C -8.9872 1.0607 -2.4555
N -8.2413 -0.0467 -1.8482
O -9.0515 -1.1500 -1.6107
C -10.0916 1.4784 -1.4874
C -9.5581 0.5683 -3.8051
C -6.2241 -1.0375 -0.9715
H -7.5349 -1.8496 -3.6952
H -5.9405 -1.9762 -3.2719
H -6.2901 -0.6269 -4.3005
H -5.7546 1.4417 -1.4533
H -5.0845 0.7440 -2.9219
H -6.6294 1.8612 -4.2561
H -6.0790 2.9327 -3.0492
H -8.6426 2.9012 -3.4929
H -8.0842 2.9403 -1.8735
H -9.6895 1.2857 -0.4879
H -10.4191 2.5081 -1.6205
H -10.9942 0.8639 -1.4294
H -10.3580 1.2409 -4.1279
H -8.7927 0.5806 -4.5847
H -9.9777 -0.4371 -3.7970
H -6.3928 -0.3357 -0.1518
H -5.1418 -1.1786 -0.9917
H -6.6621 -2.0219 -0.7991
H -9.0369 -1.2827 -0.6559
*
```

Here are the Löwdin charges for atoms 1 to 8, given in e:
1 C -0.06
2 C -0.44
3 C -0.19
4 O -0.18
5 C -0.14
6 N 0.03
7 H 0.07
8 H 0.08

=====

[4]
C7H10ClIrNO4 as an isolated structure. Source: OMol25; level of theory: ωB97M-V/def2-TZVPD.

Kohn-Sham gap (alpha / beta) ... 5.25 / 6.41 eV
LUMO level (alpha / beta) ... -0.003 / -3.123 eV
Highest occupied orbital energy (alpha / beta) ... -5.256 / -9.534 eV
Total energy ... -32443.3267 eV

ORCA input file:
```
! wB97M-V def2-TZVPD RIJCOSX def2/J DEFGRID3
* xyz 0 6
C -1.4052 -1.9733 -0.6710
C -1.3845 -1.1358 -1.8372
C -1.9171 0.1428 -1.4697
C -2.2964 0.0908 -0.0962
C -1.9921 -1.2039 0.4056
Ir -0.0787 -0.3794 -0.3563
N 1.1819 -1.1356 0.8158
C 2.0757 -0.4532 -0.3860
C 1.2396 -0.1365 -1.6576
H -1.9967 1.0382 -2.1073
H -0.9107 -1.3744 -2.8022
H -2.7446 0.9107 0.4703
H -2.1456 -1.5325 1.4346
H -1.0455 -3.0027 -0.6030
H 1.3333 -0.9277 -2.4462
H 2.6916 -1.3838 -0.5971
H 1.3347 -1.1488 1.8666
H 1.4023 0.8880 -2.0690
H 2.6959 0.4178 -0.0664
O 2.2624 2.5717 2.4380
Cl 0.8034 2.4966 2.4797
O 0.2980 1.8067 3.6641
O 0.2067 3.7826 2.2997
O 0.3914 1.6416 1.2907
*
```

Here are the natural (NBO) charges for atoms 1 to 8, given in e:
1 C -0.32
2 C -0.31
3 C -0.29
4 C -0.26
5 C -0.32
6 Ir 1.24
7 N -0.54
8 C -0.33

=====

[5]
C43H31IKN16O as an isolated structure. Source: OMol25; level of theory: ωB97M-V/def2-TZVPD.

Kohn-Sham gap ... 5.53 eV
LUMO level ... 1.774 eV
Highest occupied orbital energy ... -3.754 eV
Total energy ... -95412.8911 eV

ORCA input file:
```
! wB97M-V def2-TZVPD RIJCOSX def2/J DEFGRID3
* xyz -1 1
K 0.1299 0.0437 -0.2057
C 0.2321 4.4405 1.5231
C -0.2472 3.1164 1.5661
N 0.5294 2.0640 1.5493
C 1.8801 2.2377 1.4928
C 2.4586 3.5269 1.4570
C 1.5790 4.6341 1.4670
C 3.8608 3.6925 1.3668
C 4.6471 2.5733 1.3048
C 4.1056 1.2816 1.3322
C 2.7290 1.0490 1.4202
N 2.1320 -0.1563 1.3264
C 2.7288 -1.3286 1.6117
C 3.6661 -1.5459 2.6246
C 4.1449 -2.8226 2.9430
C 3.7312 -3.9446 2.2764
C 2.7916 -3.7972 1.2293
C 2.3199 -4.9016 0.4833
C 1.4272 -4.7180 -0.5299
C 0.9944 -3.4054 -0.8004
N 1.3944 -2.3574 -0.1293
C 2.2911 -2.5181 0.8843
H -0.4631 5.2694 1.5238
H -1.3181 2.9345 1.6000
H 1.9963 5.6337 1.4139
H 4.2819 4.6892 1.3335
H 5.7230 2.6828 1.2205
H 4.7663 0.4286 1.2537
H 4.0081 -0.6915 3.1936
H 4.8605 -2.9191 3.7524
H 4.1042 -4.9283 2.5303
H 2.6868 -5.8928 0.7278
H 1.0600 -5.5458 -1.1227
H 0.2938 -3.2239 -1.6118
C -1.5797 -3.2581 -4.0135
N -0.6728 -2.1223 -3.9489
C -0.8470 -0.9155 -3.3943
N 0.2532 -0.1976 -3.5037
C 1.0888 -1.0398 -4.1582
N 0.5771 -2.2150 -4.4550
C -2.9449 -2.8703 -4.5130
C -3.2052 -2.8054 -5.8774
C -4.4598 -2.4299 -6.3354
C -5.4654 -2.1169 -5.4364
C -5.2102 -2.1827 -4.0708
C -3.9526 -2.5577 -3.6125
C -6.2780 -1.8660 -3.1228
N -7.5289 -1.6778 -3.3483
N -8.1080 -1.4128 -2.1021
C -7.1503 -1.4674 -1.2441
O -5.9549 -1.7584 -1.8141
C -7.1858 -1.2574 0.2020
C -8.3980 -0.9907 0.8264
C -8.4148 -0.7570 2.1919
C -7.2343 -0.7786 2.9177
C -6.0216 -1.0407 2.2910
C -4.7542 -0.9733 3.1069
N -3.5679 -1.3738 2.3802
C -2.7169 -0.6161 1.6846
N -1.8076 -1.3671 1.0920
C -2.1703 -2.6183 1.4706
N -3.2235 -2.6758 2.2575
C -6.0033 -1.2947 0.9323
H -1.6531 -3.7207 -3.0258
H -1.0981 -3.9667 -4.6857
H -1.7577 -0.5975 -2.9113
H 2.1001 -0.7810 -4.4214
H -2.4194 -3.0471 -6.5823
H -4.6546 -2.3810 -7.3984
H -6.4487 -1.8225 -5.7756
H -3.7642 -2.6128 -2.5473
H -9.3039 -0.9582 0.2379
H -9.3501 -0.5375 2.6894
H -7.2521 -0.5669 3.9800
H -4.8248 -1.6269 3.9772
H -4.6029 0.0530 3.4474
H -2.7887 0.4576 1.6479
H -1.6194 -3.5001 1.1870
H -5.0674 -1.4818 0.4244
I 2.7721 5.8339 -3.1582
C 1.7700 4.1663 -2.4963
C 0.4108 3.9525 -2.5152
N 0.2146 2.7540 -1.9476
N 1.3566 2.1723 -1.5592
C 2.3135 3.0228 -1.8875
H -0.4018 4.5585 -2.8740
H -0.6704 2.2701 -1.7834
H 3.3403 2.8061 -1.6440
N -5.0889 2.1383 1.8533
C -4.7847 1.9023 0.7580
N -4.5031 1.6306 -0.4939
C -3.2754 1.4325 -0.8329
N -2.1811 1.2443 -1.1941
*
```

Here are the natural (NBO) charges for atoms 1 to 8, given in e:
1 K 0.88
2 C -0.26
3 C 0.03
4 N -0.45
5 C 0.19
6 C -0.09
7 C -0.15
8 C -0.29

=====

[6]
A 2-piece molecular cluster, CH5N2S overall. Source: OMol25; level of theory: ωB97M-V/def2-TZVPD.

Kohn-Sham gap (alpha / beta) ... 7.20 / 7.20 eV
LUMO level (alpha / beta) ... -7.433 / -7.434 eV
Highest occupied orbital energy (alpha / beta) ... -14.636 / -14.635 eV
Total energy ... -14919.6801 eV

ORCA input file:
```
! wB97M-V def2-TZVPD RIJCOSX def2/J DEFGRID3
* xyz 1 1
C -0.5604 0.1829 0.1229
N 0.8658 0.1310 -2.1788
N 0.1976 -0.4270 0.8990
S -0.0977 -0.5823 2.6677
H -1.5048 0.5054 -0.0475
H 1.4858 0.9059 -1.9150
H 0.0508 0.5813 -2.5831
H 1.0781 -0.6479 0.4735
H -1.5152 -0.6494 2.5614
*
```

Here are the natural (NBO) charges for atoms 1 to 8, given in e:
1 C 0.32
2 N -0.55
3 N -0.60
4 S 0.28
5 H 0.23
6 H 0.34
7 H 0.34
8 H 0.48

=====

[7]
C5H9N2S as an isolated structure. Source: OMol25; level of theory: ωB97M-V/def2-TZVPD.

Kohn-Sham gap (alpha / beta) ... 8.01 / 6.92 eV
LUMO level (alpha / beta) ... -3.242 / -7.466 eV
Highest occupied orbital energy (alpha / beta) ... -11.247 / -14.386 eV
Total energy ... -19134.9695 eV

ORCA input file:
```
! wB97M-V def2-TZVPD RIJCOSX def2/J DEFGRID3
* xyz 1 3
C 1.6525 -0.1713 0.3123
C -0.6908 -0.9202 0.0525
C 0.7277 0.8721 0.6214
C -2.0477 -1.6356 -0.0400
C 0.9975 2.0187 -0.4124
N -0.6382 0.3643 0.4037
N 0.4358 -1.5211 -0.1161
S 3.1422 -0.4206 -0.1525
H 0.9083 1.1504 1.6192
H -2.1853 -1.9523 0.8903
H -1.9248 -2.3828 -0.7007
H -2.8789 -0.8157 -0.3197
H 1.6365 1.7259 -1.1519
H 1.4460 2.7923 0.0700
H 0.0943 2.4370 -0.8564
H -1.5092 0.8278 0.2960
H 0.8342 -2.3687 -0.5157
*
```

Here are the natural (NBO) charges for atoms 1 to 8, given in e:
1 C -0.20
2 C 0.55
3 C -0.14
4 C -0.61
5 C -0.60
6 N -0.52
7 N -0.54
8 S 0.51

=====

[8]
One molecule with the formula C22H23FN2O3S. Source: OMol25; level of theory: ωB97M-V/def2-TZVPD.

Kohn-Sham gap ... 8.66 eV
LUMO level ... 0.270 eV
Highest occupied orbital energy ... -8.387 eV
Total energy ... -45863.3167 eV

ORCA input file:
```
! wB97M-V def2-TZVPD RIJCOSX def2/J DEFGRID3
* xyz 0 1
C -3.3736 -3.1903 1.4531
H -2.6146 -2.9829 2.2033
H -3.4399 -4.2695 1.3324
H -4.3372 -2.8338 1.8088
C -3.0120 -2.5509 0.1099
C -2.9005 -1.0363 0.1908
C -3.0902 -0.3301 1.3749
C -2.9450 1.0464 1.4158
C -2.6260 1.7295 0.2625
C -2.4427 1.0598 -0.9308
C -2.5819 -0.3147 -0.9600
H -2.4337 -0.8276 -1.8978
H -2.2010 1.6242 -1.8175
S -2.2407 3.4692 0.3549
O -2.3474 4.0684 -0.9395
O -2.9015 4.0815 1.4641
N -0.5964 3.3917 0.7568
C 0.2099 2.6732 -0.1203
C 0.3914 3.0279 -1.4230
C 1.2170 2.2330 -2.2452
C 1.8134 1.1328 -1.7224
N 1.6271 0.7670 -0.4279
C 0.8321 1.4866 0.4399
O 0.6525 1.1252 1.6004
C 2.3009 -0.4186 0.0816
C 3.7765 -0.1582 0.2335
C 4.7101 -0.8277 -0.5452
C 6.0609 -0.5558 -0.4164
C 6.4604 0.4021 0.4966
C 5.5512 1.0867 1.2839
C 4.2070 0.7988 1.1466
H 3.4797 1.3151 1.7546
H 5.8999 1.8251 1.9879
F 7.7741 0.6761 0.6229
H 6.7979 -1.0707 -1.0118
H 4.3855 -1.5751 -1.2545
H 2.1196 -1.2579 -0.5947
H 1.8493 -0.6276 1.0565
H 2.4599 0.4907 -2.3007
H 1.3741 2.4989 -3.2763
H -0.1122 3.8974 -1.8117
H -0.4908 3.0407 1.7048
H -3.0789 1.6000 2.3318
H -3.3409 -0.8444 2.2870
C -4.1000 -2.9230 -0.9064
H -5.0562 -2.5065 -0.6005
H -4.1977 -4.0041 -0.9648
H -3.8670 -2.5488 -1.8984
C -1.6575 -3.1159 -0.3419
H -1.3888 -2.7589 -1.3318
H -0.8782 -2.8167 0.3549
H -1.6980 -4.2019 -0.3705
*
```

Here are the natural (NBO) charges for atoms 1 to 8, given in e:
1 C -0.61
2 H 0.21
3 H 0.21
4 H 0.21
5 C -0.09
6 C 0.00
7 C -0.16
8 C -0.19

=====

Energy relative to the best compared isomer or geometry (same formula, charge and spin), respectively: 0.2108 0.0964 1.6871 1.1225 0.2537 6.7857 1.1899 0.0000 eV.